Here is a cluster of 4 separate species, C3H15NO4 in total from the Open Molecules 2025 dataset. Energies are from ωB97M-V/def2-TZVPD.

Element x y z (Å)
1 C -0.57202 3.17885 0.66281
2 C -0.49211 1.73961 0.24095
3 N -1.57428 1.47205 -0.73533
4 C -0.58518 0.84216 1.47456
5 O -0.91135 -0.50212 1.21372
6 H -0.50364 3.88235 -0.17322
7 H -1.49512 3.45426 1.18381
8 H 0.24409 3.47317 1.32529
9 H 0.40547 1.54579 -0.33479
10 H -2.46864 1.39712 -0.26106
11 H -1.46846 0.50339 -1.04728
12 H 0.34808 0.89730 2.02335
13 H -1.31468 1.18842 2.20968
14 H -0.31522 -0.87505 0.54881
15 O -0.64828 -2.47741 -3.18482
16 H -0.83168 -2.92554 -2.35463
17 H -0.58539 -3.14494 -3.87295
18 O -0.60677 -3.86235 2.28459
19 H -0.84452 -2.98861 2.61603
20 H -0.39391 -4.39269 3.05744
21 O 4.88399 -1.17371 -2.14793
22 H 5.43739 -0.77977 -2.83074
23 H 4.29223 -0.45229 -1.89830

Forces on the atoms, in the same order (eV/Å):
C 0.42 1.33 0.10
C -1.65 -0.21 -0.31
N 0.07 -0.76 0.05
C 0.52 0.09 0.36
O -0.10 -0.60 -0.31
H -0.02 -0.37 -0.15
H -0.05 -0.44 -0.04
H 0.09 -0.22 0.16
H 0.52 -0.01 0.19
H -0.11 0.45 0.25
H 0.16 0.33 -0.23
H 0.58 0.01 0.10
H -0.36 0.15 -0.39
H -0.03 0.16 0.25
O 0.03 0.36 0.02
H 0.00 -0.23 -0.15
H -0.03 -0.13 0.18
O -0.01 0.06 -0.08
H 0.02 -0.04 -0.03
H -0.02 0.07 0.03
O -0.08 0.32 -0.03
H 0.04 -0.12 0.01
H 0.05 -0.20 0.02

For the max |F|, the calculation gives 1.70 eV/A. The calculation puts the orbital gap at 9.92 eV. For the total energy, the calculation gives -13033.895 eV. The SMILES is C[C@H](N)CO.O.O.O. Its HOMO energy is -9.501 eV. As for the relative energy (zero: lowest compared OMol25 entry of this formula, charge and spin): 26.3 kcal/mol.